# 1
Formula: C22H52AsCl8F6N4O6
Source: the OMol25 dataset
Level of theory: ωB97M-V/def2-TZVPD

Values from the calculation:
Frontier orbital gap (hartree): 0.34884
HOMO (Eh): -0.295
Charge: -1
M (g mol⁻¹): 941.21
Relative energy (zero: lowest compared OMol25 entry of this formula, charge and spin) (kcal/mol): 62.0

Last column: Löwdin charge in e.
CARTESIAN COORDINATES (ANGSTROEM)
As -0.56 0.14 -0.38  0.886
F -0.45 -0.36 -2.11  -0.316
F -0.53 1.91 -0.83  -0.326
F -0.73 0.69 1.32  -0.307
F -0.73 -1.53 0.20  -0.304
F 1.21 0.01 -0.22  -0.308
F -2.35 0.22 -0.68  -0.326
Cl -4.41 5.41 -4.91  0.563
C -2.98 4.61 -5.46  -0.699
C -1.75 5.48 -5.14  -0.634
Cl -1.83 7.02 -6.08  0.502
H -3.15 4.42 -6.52  0.065
H -3.00 3.68 -4.89  0.070
H -0.85 4.90 -5.29  0.076
H -1.73 5.87 -4.12  0.056
Cl -4.93 5.82 3.62  0.480
C -3.34 6.34 2.88  -0.614
C -3.47 6.60 1.35  -0.652
Cl -4.15 8.21 1.09  0.529
H -2.67 5.50 3.00  0.062
H -2.91 7.15 3.47  0.063
H -4.11 5.87 0.86  0.069
H -2.49 6.72 0.90  0.063
Cl 1.56 -7.64 0.28  0.484
C 2.42 -6.46 -0.83  -0.593
C 1.46 -6.24 -2.03  -0.634
Cl 1.25 -7.76 -3.01  0.481
H 3.38 -6.90 -1.11  0.063
H 2.57 -5.49 -0.36  0.070
H 1.91 -5.52 -2.72  0.060
H 0.46 -5.87 -1.82  0.068
Cl -10.96 1.35 0.00  0.544
C -9.24 1.01 -0.01  -0.669
C -8.67 0.46 1.31  -0.729
Cl -9.43 -0.89 2.06  0.584
H -8.81 1.96 -0.35  0.067
H -9.06 0.29 -0.81  0.066
H -8.59 1.27 2.03  0.067
H -7.61 0.22 1.22  0.071
C 1.52 -2.25 -10.01  -0.057
C 1.75 -2.22 -8.47  -0.455
C 2.62 -1.03 -8.09  -0.080
O 0.49 -1.91 -7.87  -0.076
H 1.20 -1.30 -10.45  0.075
H 0.67 -2.89 -10.20  0.073
H 2.45 -2.54 -10.51  0.074
H 2.08 -3.20 -8.11  0.133
H 2.27 -0.03 -8.34  0.084
H 3.60 -1.16 -8.55  0.071
H 2.83 -0.97 -7.02  0.073
H 0.52 -1.94 -6.92  0.086
C 4.00 3.70 8.35  -0.077
C 2.72 2.93 8.50  -0.490
C 2.03 2.86 7.19  -0.081
O 3.01 1.55 8.90  -0.063
H 4.61 3.27 7.57  0.080
H 4.55 3.66 9.29  0.079
H 3.91 4.74 8.03  0.083
H 2.12 3.41 9.28  0.140
H 1.69 3.85 6.88  0.086
H 1.06 2.37 7.30  0.081
H 2.59 2.28 6.45  0.090
H 3.55 1.17 8.20  0.074
O 8.36 -2.60 0.25  -0.004
C 7.27 -2.07 -0.01  -0.610
N 6.26 -2.10 0.85  0.162
C 7.04 -1.39 -1.32  -0.019
H 5.38 -1.75 0.48  0.104
H 6.30 -2.52 1.76  0.120
H 7.78 -0.60 -1.47  0.085
H 6.11 -0.82 -1.41  0.072
H 7.11 -2.09 -2.15  0.089
O 5.83 5.08 2.83  -0.019
C 6.05 4.13 2.03  -0.558
N 5.04 3.59 1.35  0.153
C 7.49 3.55 1.90  -0.012
H 4.11 3.89 1.61  0.116
H 5.05 2.72 0.85  0.107
H 7.73 2.87 2.72  0.077
H 8.20 4.38 1.90  0.074
H 7.71 3.03 0.97  0.062
O -3.00 -5.22 5.26  0.048
C -2.38 -4.23 4.98  -0.657
N -2.91 -3.16 4.40  0.158
C -0.92 -4.12 5.29  -0.019
H -3.92 -3.07 4.44  0.117
H -2.31 -2.50 3.92  0.114
H -0.45 -4.94 5.84  0.083
H -0.68 -3.15 5.73  0.077
H -0.38 -4.02 4.35  0.079
O -5.86 -6.43 -2.79  -0.008
C -5.65 -5.42 -2.10  -0.630
N -4.99 -4.45 -2.63  0.166
C -6.06 -5.29 -0.65  -0.008
H -4.73 -4.59 -3.59  0.124
H -4.68 -3.59 -2.20  0.122
H -7.10 -5.60 -0.54  0.081
H -5.85 -4.35 -0.14  0.071
H -5.52 -6.00 -0.01  0.082

=====

# 2
Formula: C3H10NSi
Source: the OMol25 dataset
Level of theory: ωB97M-V/def2-TZVPD

Values from the calculation:
Frontier orbital gap (hartree): 0.30073
HOMO (Eh): -0.467
Charge: +1
M (g mol⁻¹): 88.21
Relative energy (zero: lowest compared OMol25 entry of this formula, charge and spin) (kcal/mol): 71.4

Last column: Löwdin charge in e.
CARTESIAN COORDINATES (ANGSTROEM)
C 0.96 0.64 0.17  -0.256
C 0.92 -0.75 -0.37  -0.382
C -1.53 0.25 0.82  -0.097
N -0.27 0.78 1.10  -0.069
Si 0.51 -1.08 -2.11  0.852
H 1.79 0.80 0.95  0.148
H 0.95 1.51 -0.62  0.156
H 0.79 -1.47 0.46  0.051
H -1.39 -1.02 0.30  0.199
H -2.27 0.40 1.61  0.101
H -2.04 0.67 -0.06  0.091
H 0.04 0.10 1.85  0.188
H -0.06 1.71 1.38  0.165
H 0.20 -2.38 -2.47  -0.119
H 1.40 -0.17 -3.02  -0.029